Entry 1:
Entry from the Open Molecules 2025 dataset: C61H50CrN6O2S2Te as an isolated structure at a distorted geometry (ωB97M-V/def2-TZVPD).

Element x y z (Å)
Cr: 0.48880 -0.42170 0.03220
O: 0.55510 -0.51270 -1.68840
C: -0.20800 -0.74530 -2.80120
C: -1.59730 -0.13660 -2.47990
C: -2.19900 -0.77140 -1.26330
C: -3.33410 -1.56880 -1.37710
C: -3.92210 -2.08430 -0.23550
C: -3.40140 -1.72870 0.99660
C: -2.27280 -0.91690 1.05140
C: -1.80540 -0.34460 2.35110
C: -0.40390 -0.84130 2.82630
O: 0.45640 -0.65440 1.76210
C: -0.00730 0.01710 4.04620
C: 0.19120 -0.54470 5.30230
C: 0.53680 0.24370 6.38620
C: 0.70860 1.60720 6.23810
C: 0.50520 2.17630 4.99290
C: 0.14180 1.39160 3.91180
C: -0.37050 -2.30550 3.27680
C: -1.48880 -3.02910 3.67320
C: -1.36590 -4.34870 4.08570
C: -0.12570 -4.96130 4.12920
C: 1.00440 -4.23070 3.79770
C: 0.88120 -2.91920 3.37340
N: -1.64010 -0.52010 -0.06660
C: 0.43210 -0.16820 -4.07140
C: 1.82020 -0.14390 -4.15520
C: 2.45310 0.18930 -5.33870
C: 1.70750 0.50570 -6.45970
C: 0.32680 0.50860 -6.37850
C: -0.30940 0.17120 -5.19600
C: -0.26840 -2.24320 -3.12580
C: -1.34330 -2.81880 -3.78830
C: -1.32120 -4.16150 -4.12800
C: -0.21590 -4.94050 -3.83510
C: 0.87710 -4.36630 -3.20870
C: 0.84800 -3.02970 -2.84920
H: -2.28560 -0.21700 -3.31690
H: -1.40050 0.92010 -2.27950
H: -3.76560 -1.76380 -2.34520
H: -4.80350 -2.70270 -0.30280
H: -3.88350 -2.04530 1.90680
H: -2.55000 -0.51150 3.12720
H: -1.69090 0.73170 2.19120
H: 0.07470 -1.60630 5.45060
H: 0.67090 -0.21890 7.35120
H: 0.99040 2.21770 7.08300
H: 0.62430 3.24210 4.86650
H: -0.01830 1.84820 2.94750
H: -2.46820 -2.57900 3.67540
H: -2.24600 -4.89450 4.39420
H: -0.03380 -5.98510 4.46040
H: 1.98330 -4.68170 3.89100
H: 1.76240 -2.34050 3.13170
H: 2.41040 -0.41150 -3.29000
H: 3.53070 0.18880 -5.39460
H: 2.19670 0.74100 -7.39210
H: -0.26140 0.76420 -7.24620
H: -1.38790 0.15740 -5.17580
H: -2.19900 -2.22850 -4.07380
H: -2.16550 -4.59110 -4.64580
H: -0.19510 -5.98600 -4.10250
H: 1.75520 -4.96540 -3.01750
H: 1.71250 -2.56830 -2.38840
N: 0.55780 4.46570 -0.16780
C: -0.64450 4.43620 -0.82080
C: -1.34760 5.40150 -1.52490
C: -2.59300 5.04310 -1.99830
C: -3.12380 3.77220 -1.75950
C: -2.42470 2.80820 -1.06460
C: -1.14900 3.13210 -0.60300
N: -0.24350 2.40730 0.13730
C: 0.74250 3.23630 0.40210
C: 1.85400 2.98260 1.28900
C: 2.60460 3.95470 1.90920
S: 3.74720 3.24630 2.96680
C: 3.14780 1.69490 2.49420
N: 2.19240 1.71300 1.64130
H: 1.19300 5.24270 -0.13030
H: -0.94700 6.39240 -1.67500
H: -3.17940 5.76470 -2.54600
H: -4.11730 3.55070 -2.12090
H: -2.86550 1.84820 -0.85050
H: 2.53900 5.02210 1.82540
H: 3.57150 0.80070 2.90030
C: 1.31150 -4.97810 0.29750
Te: -0.27310 -3.48630 0.29850
C: -1.45180 -5.13370 -0.51600
C: -0.69300 -6.38410 -0.20560
C: -1.31110 -7.62380 -0.30700
C: -0.60780 -8.78560 -0.04220
C: 0.72630 -8.71540 0.32240
C: 1.34420 -7.48300 0.43300
C: 0.64240 -6.31260 0.17320
H: 1.88140 -4.91590 1.22480
H: 2.00680 -4.81810 -0.52840
H: -1.60930 -5.04210 -1.59020
H: -2.42620 -5.14160 -0.02840
H: -2.35280 -7.67100 -0.59410
H: -1.10320 -9.74260 -0.11270
H: 1.27750 -9.61990 0.52950
H: 2.38310 -7.43180 0.72250
S: 6.98000 0.17090 0.10170
C: 5.23970 -0.13510 0.01260
C: 4.62280 -1.18820 0.69190
C: 3.25710 -1.32200 0.62980
N: 2.45850 -0.46280 -0.02120
C: 3.06290 0.51090 -0.72960
C: 4.42230 0.69570 -0.75550
C: 7.04260 0.26880 1.89920
C: 6.91060 1.50830 2.50300
C: 6.82240 1.54550 3.88760
N: 6.83970 0.46260 4.64240
C: 7.01190 -0.70850 4.05910
C: 7.13910 -0.86650 2.68510
H: 5.20190 -1.89050 1.26500
H: 2.76100 -2.14560 1.12660
H: 2.40370 1.16070 -1.29090
H: 4.85530 1.49220 -1.33590
H: 6.87550 2.40940 1.91230
H: 6.71830 2.48580 4.41200
H: 7.04180 -1.56400 4.72000
H: 7.30990 -1.83650 2.24680

Forces on the atoms, in the same order (eV/Å):
Cr -1.896 0.807 0.846
O 1.117 -0.189 -1.556
C -1.242 -0.112 -0.932
C 0.616 -0.172 -0.253
C -0.384 -0.205 -0.159
C 0.042 0.170 0.178
C 0.166 0.148 0.066
C 0.034 0.171 -0.196
C -0.489 -0.124 0.081
C 0.556 -0.226 0.280
C -1.284 -0.027 0.715
O 0.963 -0.403 0.864
C 0.159 -0.077 -0.166
C -0.044 -0.024 -0.017
C 0.048 0.048 0.139
C 0.002 -0.064 0.030
C -0.014 0.150 -0.107
C -0.037 0.011 -0.040
C 0.069 -0.136 -0.041
C 0.253 0.205 0.026
C -0.036 0.000 -0.006
C -0.049 -0.032 0.058
C 0.062 0.129 -0.042
C -0.160 0.087 0.078
N -0.253 -0.076 -0.061
C 0.123 0.224 0.297
C 0.004 0.054 0.105
C 0.050 0.021 0.002
C -0.023 0.046 -0.079
C -0.023 0.024 -0.086
C 0.000 -0.004 0.153
C 0.136 -0.118 0.205
C 0.140 0.050 0.134
C -0.020 -0.120 -0.132
C -0.069 -0.071 -0.067
C 0.071 0.104 0.018
C -0.001 0.062 -0.270
H -0.077 0.044 0.054
H -0.126 -0.099 -0.124
H 0.021 0.022 -0.120
H -0.075 -0.108 -0.008
H -0.011 -0.004 0.122
H -0.039 0.093 -0.015
H -0.107 -0.068 0.111
H -0.013 -0.019 0.060
H 0.044 -0.047 0.130
H 0.006 0.061 0.055
H -0.002 0.132 -0.050
H -0.027 0.076 -0.122
H -0.112 0.085 -0.030
H -0.066 -0.049 -0.024
H -0.011 -0.077 0.000
H 0.058 -0.021 -0.039
H 0.062 0.035 -0.018
H 0.007 -0.031 0.055
H 0.134 -0.009 0.026
H 0.050 0.061 -0.082
H -0.080 0.021 -0.090
H -0.133 -0.009 0.027
H -0.120 0.107 -0.009
H -0.088 -0.070 -0.042
H -0.023 -0.099 -0.055
H 0.101 -0.033 0.064
H -0.034 -0.059 0.111
N 0.220 -0.202 0.201
C -0.609 -0.519 -0.072
C 0.003 0.057 -0.011
C 0.115 0.103 0.004
C -0.102 -0.117 -0.026
C 0.042 0.076 0.081
C -0.075 0.753 -0.346
N 0.804 -0.645 0.426
C -0.483 0.231 -0.424
C 0.918 0.641 0.677
C -0.041 -0.308 -0.031
S -0.357 -0.197 -0.369
C 0.440 0.444 0.321
N -0.461 -0.110 -0.303
H 0.042 -0.013 0.024
H 0.010 0.099 -0.050
H -0.040 0.059 -0.043
H -0.060 -0.039 -0.012
H -0.032 -0.115 0.021
H -0.094 0.197 -0.012
H 0.142 -0.381 0.204
C 0.092 0.454 0.010
Te 0.207 -1.498 0.081
C -0.097 0.500 -0.376
C 0.226 0.014 0.116
C -0.045 -0.052 -0.008
C -0.139 0.003 -0.047
C 0.038 -0.004 0.036
C 0.027 -0.091 -0.039
C -0.166 -0.012 0.030
H -0.113 0.118 0.046
H -0.094 0.169 -0.071
H 0.064 0.187 0.041
H 0.046 0.197 0.090
H -0.081 -0.043 -0.011
H -0.026 -0.069 -0.023
H 0.069 -0.067 0.028
H 0.144 0.035 0.058
S 0.131 -0.070 0.333
C -0.586 -0.087 -0.073
C 0.393 0.341 -0.238
C -0.670 0.156 -0.035
N 2.061 0.041 -0.405
C -0.408 -0.448 0.039
C 0.502 -0.227 0.163
C 0.015 0.038 -0.429
C 0.048 -0.083 0.113
C -0.007 0.263 -0.266
N -0.021 0.060 0.609
C 0.065 -0.353 -0.201
C 0.062 0.118 0.113
H 0.035 -0.133 0.047
H -0.058 0.042 0.097
H 0.003 0.038 0.018
H 0.011 0.189 -0.067
H -0.054 0.102 -0.051
H -0.010 0.136 -0.007
H 0.041 -0.129 0.001
H -0.014 -0.116 -0.029

Output
LUMO (alpha / beta): -0.0949 / -0.0904 Eh
2S+1: 2
net charge: +1
HOMO energy (alpha / beta): -0.345 / -0.346 Ha

=====

Entry 2:
Entry from the Open Molecules 2025 dataset: a 9-piece molecular cluster, C61H59ClF8O3P overall at a distorted geometry (ωB97M-V/def2-TZVPD).

Element x y z (Å)
O: -1.66225 -5.01480 -0.88124
C: -1.96394 -4.63350 -1.99866
C: -1.20986 -3.71035 -2.80000
P: -2.21627 -2.05954 -3.24224
O: -0.71972 -1.36601 -3.73023
C: -0.08189 -0.66783 -2.70997
C: -0.84546 -0.73883 -1.36507
Cl: 0.05894 -1.86706 -0.22443
C: -0.94065 0.67464 -0.86866
C: -1.25145 0.92656 0.59725
C: -0.88908 2.37469 0.96467
C: -0.16603 2.46931 2.26450
C: -0.81381 2.74001 3.44094
C: -0.10533 2.81859 4.61262
C: 1.24927 2.60005 4.61287
C: 1.90632 2.31512 3.44549
C: 1.19965 2.25932 2.27221
O: -2.02516 -1.33670 -1.63869
H: -2.87482 -5.04413 -2.43851
H: -1.06954 -4.19813 -3.75385
H: -0.22476 -3.55742 -2.39053
H: -2.51564 -2.67827 -4.51764
H: -3.41390 -2.67556 -2.71970
H: -2.94141 -0.90884 -3.72503
H: 0.96571 -0.91117 -2.63626
H: -0.09216 0.36436 -3.05746
H: -1.71734 1.13768 -1.45884
H: -0.01825 1.17773 -1.10390
H: -0.63837 0.26639 1.18654
H: -2.26978 0.69361 0.84882
H: -0.27741 2.79385 0.18762
H: -1.80068 2.95499 1.01261
H: -1.87125 2.88810 3.43515
H: -0.59163 3.03745 5.53831
H: 1.81530 2.64970 5.51818
H: 2.95846 2.12066 3.42100
H: 1.69082 2.02302 1.35207
F: -0.23616 -10.90621 -3.70484
C: 0.13771 -9.62864 -3.44171
C: -0.61266 -8.87943 -2.55961
C: -0.22338 -7.57413 -2.29168
C: 0.89654 -7.03957 -2.91340
C: 1.63256 -7.81244 -3.80018
C: 1.25702 -9.12229 -4.06753
H: -1.48764 -9.31292 -2.09336
H: -0.79299 -6.97277 -1.59921
H: 1.18903 -6.01968 -2.70390
H: 2.50305 -7.39571 -4.28874
H: 1.82037 -9.74473 -4.75016
F: 0.47597 1.20827 7.20286
C: -0.27192 0.16011 7.60973
C: -1.28952 0.39280 8.51020
C: -2.06057 -0.67816 8.93508
C: -1.80555 -1.95730 8.46388
C: -0.77146 -2.16514 7.55965
C: 0.00327 -1.10002 7.12166
H: -1.46880 1.39697 8.87075
H: -2.86635 -0.51123 9.63694
H: -2.40596 -2.78231 8.80249
H: -0.56664 -3.16058 7.19562
H: 0.80778 -1.23805 6.41186
F: -2.51277 -4.73230 7.85656
C: -3.29614 -4.93912 6.76672
C: -4.56913 -5.43332 6.95079
C: -5.36798 -5.63408 5.83373
C: -4.88204 -5.34684 4.56641
C: -3.59442 -4.85217 4.40899
C: -2.79281 -4.64180 5.51890
H: -4.92344 -5.65523 7.94876
H: -6.37261 -6.01598 5.95653
H: -5.50511 -5.50804 3.69749
H: -3.21182 -4.63419 3.42356
H: -1.79024 -4.25040 5.41663
F: 3.13151 -1.31564 -3.17188
C: 3.52881 -1.06676 -4.43030
C: 4.70292 -0.37384 -4.64481
C: 5.10011 -0.12775 -5.95111
C: 4.32044 -0.56490 -7.01261
C: 3.13991 -1.25497 -6.76811
C: 2.73655 -1.51557 -5.46778
H: 5.29012 -0.03685 -3.80123
H: 6.02098 0.40762 -6.13906
H: 4.63190 -0.36686 -8.02941
H: 2.52729 -1.59115 -7.59312
H: 1.82145 -2.05321 -5.25076
F: -0.56602 4.86941 -0.83382
C: -0.86145 4.56867 -2.11777
C: 0.07954 3.90331 -2.87540
C: -0.22960 3.58222 -4.18827
C: -1.46006 3.93649 -4.72231
C: -2.38752 4.60983 -3.94002
C: -2.09299 4.92736 -2.62248
H: 1.03395 3.63938 -2.43898
H: 0.49179 3.05117 -4.79338
H: -1.69652 3.68462 -5.74653
H: -3.34647 4.88741 -4.35496
H: -2.80466 5.44169 -1.99100
F: 4.20444 8.20421 0.16632
C: 3.43258 7.51383 1.04328
C: 2.50198 6.62152 0.55532
C: 1.71988 5.91789 1.45858
C: 1.87194 6.12099 2.82313
C: 2.81329 7.02818 3.28744
C: 3.60812 7.73186 2.39309
H: 2.39375 6.48316 -0.51231
H: 0.98829 5.20874 1.09777
H: 1.25675 5.56780 3.52038
H: 2.93211 7.19007 4.35000
H: 4.35436 8.43836 2.73296
F: 7.60965 14.55341 1.73244
C: 7.04494 13.37428 1.39021
C: 5.72515 13.14624 1.71880
C: 5.14958 11.93553 1.36122
C: 5.89549 10.97391 0.69409
C: 7.22333 11.22751 0.37910
C: 7.80718 12.43804 0.72349
H: 5.16339 13.90613 2.24497
H: 4.11375 11.74218 1.60484
H: 5.44406 10.03346 0.42158
H: 7.80864 10.47923 -0.13711
H: 8.83794 12.65836 0.48077
F: -3.56649 -6.00610 -4.46454
C: -4.39558 -7.05104 -4.34136
C: -5.47626 -6.94701 -3.48840
C: -6.33275 -8.03024 -3.36352
C: -6.09670 -9.19656 -4.07832
C: -5.00068 -9.27858 -4.92602
C: -4.14211 -8.19869 -5.06602
H: -5.63506 -6.03070 -2.93594
H: -7.18727 -7.96273 -2.70415
H: -6.76555 -10.04018 -3.97381
H: -4.81093 -10.18762 -5.48029
H: -3.28497 -8.23819 -5.72431

Forces on the atoms, in the same order (eV/Å):
O -0.046 -0.176 0.448
C 0.066 -0.311 0.829
C 0.310 0.276 -0.327
P -1.198 -1.165 -0.865
O -0.007 -0.571 0.248
C 0.112 0.757 -0.953
C -0.110 -0.887 -1.676
Cl 0.493 0.298 0.492
C -0.565 -0.008 1.212
C 0.771 0.056 -0.206
C -0.756 -0.433 0.317
C 0.081 0.064 -0.866
C -0.199 0.117 0.146
C 0.007 0.030 0.416
C 0.448 0.107 0.479
C 0.242 -0.140 -0.412
C -0.122 -0.087 -0.033
O -0.198 0.356 0.393
H -0.442 0.047 -0.251
H -0.087 0.063 -0.646
H 0.251 0.266 0.432
H 0.466 0.214 -0.072
H 0.010 0.281 0.019
H 0.053 0.230 0.397
H 0.311 -0.508 0.298
H -0.011 0.594 0.290
H -0.215 0.165 -0.524
H 0.561 0.167 -0.082
H 0.284 -0.367 0.280
H -0.570 -0.084 0.021
H 0.290 0.219 -0.330
H -0.230 0.398 -0.060
H -0.601 0.128 0.008
H -0.336 0.089 0.427
H 0.126 0.031 0.519
H 0.486 -0.010 0.155
H 0.288 -0.084 -0.473
F 0.008 0.013 -0.002
C 0.003 0.092 0.020
C -0.091 -0.064 0.035
C 0.023 -0.104 -0.009
C 0.055 0.044 -0.016
C -0.074 0.010 0.063
C 0.107 -0.079 -0.126
H 0.002 -0.014 -0.004
H -0.025 0.036 0.039
H -0.029 0.027 0.007
H 0.029 -0.005 -0.013
H -0.024 -0.015 -0.006
F 0.031 -0.097 0.071
C -0.059 0.014 0.055
C -0.079 0.152 0.095
C 0.044 -0.018 -0.051
C 0.085 0.171 0.032
C -0.066 0.132 0.084
C 0.121 -0.056 -0.106
H 0.017 0.013 -0.033
H -0.013 0.016 0.025
H -0.039 -0.069 0.024
H 0.018 -0.045 -0.009
H -0.002 0.026 -0.007
F -0.085 -0.282 -0.133
C -0.021 0.016 -0.001
C -0.102 -0.040 0.146
C 0.067 0.025 -0.048
C -0.045 -0.009 -0.061
C -0.132 -0.074 0.051
C 0.220 0.076 -0.018
H 0.023 0.017 0.002
H -0.007 -0.014 0.011
H -0.006 0.001 -0.011
H 0.034 0.040 -0.081
H 0.005 -0.006 0.012
F 0.204 0.004 0.108
C -0.084 -0.027 -0.151
C 0.106 0.055 0.113
C -0.073 -0.035 -0.045
C 0.013 0.012 -0.040
C 0.096 0.045 0.026
C -0.178 -0.116 -0.031
H -0.013 -0.018 0.020
H 0.019 0.023 0.011
H 0.003 0.003 -0.018
H -0.026 -0.023 -0.011
H -0.035 0.075 0.050
F 0.009 0.201 -0.040
C 0.008 -0.090 -0.118
C 0.153 -0.045 0.060
C -0.060 0.044 -0.014
C -0.013 0.013 -0.039
C 0.089 -0.042 -0.026
C -0.129 0.090 0.088
H -0.016 -0.022 0.027
H 0.020 -0.036 0.003
H -0.015 -0.030 -0.010
H -0.038 -0.010 0.007
H 0.015 0.001 0.023
F -0.050 -0.077 -0.026
C -0.049 -0.051 0.089
C -0.017 -0.026 -0.191
C -0.016 0.001 0.072
C -0.044 -0.022 0.066
C -0.050 -0.047 -0.072
C 0.119 0.129 0.077
H 0.010 0.005 -0.003
H -0.012 -0.011 -0.024
H 0.005 -0.050 -0.002
H 0.024 0.003 0.027
H 0.002 0.008 -0.024
F -0.002 -0.005 -0.002
C -0.036 -0.072 -0.023
C -0.114 0.100 0.080
C 0.083 -0.022 -0.024
C 0.027 0.003 -0.007
C -0.076 0.057 0.050
C 0.162 -0.002 -0.047
H 0.016 0.022 -0.008
H -0.024 0.000 0.016
H -0.021 -0.036 -0.016
H 0.019 -0.009 -0.025
H 0.004 0.020 0.022
F 0.019 -0.007 -0.149
C -0.051 -0.079 0.041
C -0.081 0.117 0.102
C 0.057 -0.051 -0.062
C -0.034 -0.039 0.006
C -0.056 0.042 0.049
C 0.106 -0.048 -0.095
H 0.036 0.019 -0.017
H -0.009 0.013 0.031
H -0.007 -0.018 0.002
H 0.015 -0.016 -0.023
H 0.031 0.021 0.031

Output
LUMO: 0.0754 Eh
net charge: -1
ΔE to the lowest compared entry with this formula, charge and spin: 0.0 kcal/mol
HOMO energy: -0.176 Ha